No. 1
C2H3BrO | the ωB97M-V functional and the def2-TZVPD basis

Computed properties:
**LUMO level**: 0.8 eV
**Orbital gap**: 0.3981 hartree
**Total charge**: 0
**Total energy**: -74211.5811 eV
**F_max**: 5.4 eV Å⁻¹
**ΔE to the lowest compared entry with this formula, charge and spin**: 19.2 kcal/mol

Each line ends with the Löwdin charge.
Cartesian coordinates (Å):
C -0.608 2.167 0.945  0.03
C 0.312 -0.968 0.410  -0.50
O -1.324 3.025 1.055  0.07
Br 1.617 -1.236 -1.060  0.46
H 0.780 -1.269 1.237  -0.06
H -0.548 -1.693 0.020  0.06
H 0.131 0.157 0.513  -0.06

Atoms 1-6, force components in eV/Å:
-0.105 0.395 0.073
-2.784 0.968 -4.542
-0.008 -0.007 -0.006
-0.078 0.273 0.341
1.600 -1.611 3.238
1.568 2.106 1.467

=====

No. 2
C42H42N2O5S2 | the ωB97M-V functional and the def2-TZVPD basis

Computed properties:
**LUMO level**: -1.2 eV
**Orbital gap**: 0.2497 hartree
**Total charge**: 0
**Total energy**: -79120.2016 eV
**F_max**: 5.2 eV Å⁻¹
**ΔE to the lowest compared entry with this formula, charge and spin**: 0.0 kcal/mol

Each line ends with the Löwdin charge.
Cartesian coordinates (Å):
C 0.234 -1.599 4.446  -0.02
N -0.297 -0.659 3.490  -0.04
C -1.552 -0.815 2.964  -0.36
O -2.332 -1.719 3.248  0.08
C -1.764 0.327 1.969  -0.17
C -2.933 1.253 2.320  -0.08
C -4.254 0.528 2.323  -0.23
C -5.075 0.594 3.451  -0.04
C -6.234 -0.182 3.512  -0.08
C -6.596 -0.981 2.419  -0.09
C -5.808 -0.988 1.260  -0.08
C -4.644 -0.215 1.204  -0.04
N -0.481 1.010 2.011  -0.01
C -0.261 2.089 1.207  -0.08
C 0.871 2.806 1.114  -0.03
C 1.106 3.881 0.030  -0.27
C 2.609 4.379 0.134  -0.17
C 3.333 4.683 -1.017  -0.06
C 4.663 5.091 -0.947  -0.02
C 5.350 5.069 0.266  -0.28
C 6.788 5.486 0.333  -0.06
C 4.661 4.677 1.415  -0.03
C 3.283 4.423 1.357  -0.05
C 0.506 0.409 2.901  -0.47
C 0.999 1.378 3.990  0.00
C 1.707 -0.169 2.133  0.00
H -0.579 -2.250 4.777  0.09
H 1.032 -2.204 3.997  0.09
H 0.650 -1.057 5.303  0.09
H -1.927 -0.103 0.962  0.16
H -2.741 1.691 3.313  0.13
H -2.966 2.079 1.592  0.10
H -4.762 1.228 4.286  0.11
H -6.843 -0.165 4.418  0.10
H -7.495 -1.598 2.469  0.10
H -6.085 -1.600 0.398  0.10
H -4.014 -0.204 0.310  0.11
H -1.118 2.337 0.593  0.09
H 1.711 2.469 1.725  0.07
H 1.064 3.353 -0.945  0.12
H 2.906 4.541 -2.007  0.11
H 5.179 5.410 -1.849  0.12
H 7.311 4.929 1.114  0.08
H 7.278 5.298 -0.624  0.08
H 6.890 6.555 0.555  0.09
H 5.189 4.584 2.367  0.11
H 2.733 4.233 2.282  0.11
H 0.182 1.600 4.690  0.10
H 1.830 0.902 4.526  0.08
H 1.352 2.319 3.565  0.06
H 1.381 -1.046 1.558  0.10
H 2.133 0.565 1.444  0.07
H 2.474 -0.463 2.861  0.09
C -0.314 8.482 2.322  -0.08
C 0.925 8.188 1.739  -0.07
C 1.120 6.966 1.089  -0.04
C 0.061 6.054 0.914  -0.20
C 0.145 4.894 -0.054  -0.23
S -1.524 4.591 -0.757  0.78
C -1.729 3.603 -2.283  -0.26
C -2.798 3.897 -3.134  -0.05
C -2.957 3.160 -4.315  -0.06
C -2.076 2.112 -4.607  -0.07
C -1.042 1.794 -3.720  -0.06
C -0.885 2.535 -2.545  -0.07
O -2.373 3.880 0.203  -0.33
O -1.967 5.928 -1.128  -0.33
S 0.686 6.244 -1.939  0.84
C -0.238 7.739 -2.444  -0.27
C -1.352 7.616 -3.259  -0.07
C -2.074 8.763 -3.594  -0.06
C -1.648 10.013 -3.133  -0.07
C -0.506 10.120 -2.331  -0.07
C 0.216 8.973 -1.993  -0.06
O 2.040 6.775 -1.809  -0.34
O 0.484 5.242 -2.986  -0.35
C -1.146 6.332 1.591  -0.04
C -1.345 7.536 2.270  -0.06
H -0.477 9.441 2.822  0.10
H 1.745 8.913 1.773  0.11
H 2.112 6.709 0.717  0.10
H -3.476 4.714 -2.884  0.12
H -3.763 3.411 -5.010  0.11
H -2.181 1.544 -5.533  0.11
H -0.335 0.986 -3.922  0.11
H -0.104 2.292 -1.828  0.10
H -1.644 6.637 -3.634  0.11
H -2.967 8.660 -4.211  0.11
H -2.215 10.908 -3.391  0.10
H -0.164 11.088 -1.966  0.11
H 1.120 9.023 -1.388  0.11
H -1.941 5.586 1.627  0.10
H -2.316 7.724 2.739  0.11

Atoms 1-6, force components in eV/Å:
0.336 0.058 0.052
-0.517 -0.200 -0.110
-0.187 -0.559 0.209
0.751 1.043 -0.304
0.165 -0.243 -0.206
-0.124 0.190 0.110

=====

No. 3
C28H47Br3Cl32F4O3 | the ωB97M-V functional and the def2-TZVPD basis

Computed properties:
**LUMO level**: 0.1 eV
**Orbital gap**: 0.3414 hartree
**Total charge**: 0
**Total energy**: -657651.7607 eV
**F_max**: 4.2 eV Å⁻¹

Each line ends with the Löwdin charge.
Cartesian coordinates (Å):
C 0.322 -1.822 -0.164  -0.19
C -0.408 -1.467 -1.557  -0.19
C -2.022 -1.617 -1.366  -0.17
O -2.501 -0.340 -0.900  -0.13
C -3.604 0.193 -1.643  -0.39
C -4.840 -0.715 -2.069  -0.56
Br -6.240 0.290 -3.114  0.66
C -5.485 -1.625 -0.905  -0.63
C -5.289 -1.103 0.585  -0.25
Br -7.482 -1.631 -1.224  0.57
C -2.988 0.604 -3.103  -0.14
O -3.321 1.930 -3.591  -0.07
C -3.799 2.642 -2.440  -0.41
O -4.174 3.810 -2.573  0.08
C -3.794 1.686 -1.116  -0.43
Br -5.471 2.256 -0.219  0.90
C -2.668 2.331 -0.144  -0.32
F -3.144 3.655 0.146  -0.02
F -2.623 1.693 1.135  0.05
C -1.230 2.519 -0.817  -0.13
F -0.305 1.732 -0.053  0.00
F -0.827 3.878 -0.602  0.02
H -0.481 -1.689 0.651  0.04
H 0.696 -2.898 -0.232  -0.01
H 1.159 -1.068 0.063  0.04
H -0.233 -0.363 -1.838  0.08
H -0.026 -2.095 -2.444  0.08
H -2.417 -1.971 -2.369  0.13
H -2.149 -2.456 -0.596  0.14
H -4.440 -1.460 -2.851  0.10
H -5.183 -2.720 -0.938  0.10
H -6.095 -0.323 0.847  0.04
H -5.524 -1.992 1.274  0.00
H -4.235 -0.764 0.862  0.00
H -3.210 -0.106 -3.979  0.15
H -1.836 0.558 -3.059  0.13
H -1.149 2.212 -1.906  0.14
C -3.613 -3.286 3.396  -0.99
Cl -4.950 -4.058 2.531  0.53
Cl -3.244 -1.686 2.732  0.60
H -3.889 -3.179 4.444  0.04
H -2.732 -3.912 3.309  -0.07
C 2.414 1.561 -1.594  -1.01
Cl 1.598 1.991 -3.102  0.52
Cl 3.262 0.021 -1.747  0.53
H 3.131 2.341 -1.343  0.03
H 1.671 1.477 -0.803  0.00
C 1.761 -4.996 -3.414  -1.01
Cl 2.212 -3.354 -3.884  0.52
Cl 1.030 -5.019 -1.806  0.53
H 1.043 -5.387 -4.135  -0.03
H 2.654 -5.619 -3.408  0.03
C -2.444 -7.319 2.488  -0.98
Cl -2.048 -5.679 1.960  0.55
Cl -3.088 -7.319 4.133  0.49
H -3.192 -7.735 1.816  0.03
H -1.542 -7.928 2.460  0.03
C 1.669 6.620 -0.897  -1.01
Cl 2.418 6.414 -2.485  0.50
Cl 2.878 6.569 0.392  0.52
H 1.161 7.582 -0.868  0.03
H 0.949 5.818 -0.739  0.01
C -1.283 -6.874 -6.218  -1.05
Cl -1.101 -7.782 -4.712  0.49
Cl -1.256 -5.131 -5.918  0.52
H -0.464 -7.131 -6.887  0.01
H -2.233 -7.140 -6.678  0.01
C -7.341 -7.575 4.195  -1.01
Cl -6.665 -7.814 2.578  0.49
Cl -6.075 -7.600 5.428  0.48
H -7.847 -6.611 4.227  0.03
H -8.052 -8.372 4.402  0.03
C 2.553 -2.489 2.881  -1.01
Cl 1.019 -1.614 2.818  0.55
Cl 2.731 -3.562 1.488  0.53
H 3.371 -1.771 2.880  -0.04
H 2.585 -3.082 3.794  0.03
C 4.554 0.196 5.532  -1.06
Cl 3.753 0.632 4.017  0.53
Cl 5.396 -1.351 5.386  0.51
H 5.280 0.972 5.787  -0.11
H 3.804 0.118 6.319  0.03
C -7.417 4.283 -3.763  -1.02
Cl -7.993 5.954 -3.798  0.50
Cl -8.446 3.272 -2.741  0.48
H -7.425 3.885 -4.776  0.03
H -6.402 4.267 -3.368  0.00
C 6.090 8.714 -0.343  -1.03
Cl 6.841 8.508 -1.930  0.50
Cl 7.298 8.664 0.947  0.48
H 5.582 9.677 -0.315  0.03
H 5.371 7.912 -0.185  -0.02
C 8.296 2.330 7.032  -1.10
Cl 6.747 1.495 7.219  0.60
Cl 9.597 1.189 6.671  0.52
H 8.216 3.044 6.216  -0.01
H 8.530 2.851 7.956  -0.03
C -0.074 4.358 -5.664  -1.02
Cl 1.094 4.331 -6.990  0.51
Cl -0.881 2.794 -5.488  0.52
H 0.448 4.592 -4.737  0.00
H -0.823 5.120 -5.868  0.03
C 8.912 6.085 7.482  -1.00
Cl 7.369 5.236 7.667  0.56
Cl 10.226 4.958 7.119  0.55
H 8.825 6.800 6.666  -0.07
H 9.141 6.608 8.409  0.03
C -1.986 -11.109 -7.101  -1.01
Cl -3.368 -10.195 -6.485  0.50
Cl -0.707 -10.029 -7.669  0.52
H -1.592 -11.735 -6.302  0.03
H -2.316 -11.733 -7.930  0.03
C 9.216 9.356 4.627  -0.99
Cl 8.655 7.779 4.060  0.52
Cl 9.631 9.308 6.345  0.54
H 10.098 9.644 4.058  0.03
H 8.424 10.088 4.475  0.03

Atoms 1-6, force components in eV/Å:
-0.815 0.685 -0.895
-0.406 0.480 0.206
2.650 -1.288 -0.670
-1.834 -0.932 -0.510
1.081 2.103 -2.416
0.080 -1.833 0.497

=====

No. 4
C20H44N4O4 | the ωB97M-V functional and the def2-TZVPD basis

Computed properties:
**LUMO level**: 0.2 eV
**Orbital gap**: 0.3721 hartree
**Total charge**: 0
**Total energy**: -35600.5865 eV
**F_max**: 3.0 eV Å⁻¹
**ΔE to the lowest compared entry with this formula, charge and spin**: 68.4 kcal/mol

Each line ends with the Löwdin charge.
Cartesian coordinates (Å):
C 13.732 9.531 9.996  -0.08
C 14.465 8.675 11.084  -0.23
C 15.982 8.456 10.812  -0.18
C 16.794 9.673 10.580  -0.23
N 17.445 10.623 10.425  0.12
H 13.908 9.235 8.936  0.09
H 13.929 10.590 10.150  0.07
H 12.670 9.402 10.121  0.03
H 14.066 7.680 11.201  0.06
H 14.286 9.104 12.051  0.09
H 16.082 7.866 9.898  0.12
H 16.461 7.913 11.610  0.11
C 6.581 14.641 11.115  -0.09
C 6.343 13.505 12.115  -0.24
C 6.394 13.940 13.567  -0.19
C 7.624 14.590 13.968  -0.23
N 8.595 15.108 14.319  0.17
H 5.869 15.424 11.138  0.06
H 6.619 14.193 10.076  0.09
H 7.528 15.091 11.299  0.05
H 7.055 12.722 11.918  0.10
H 5.337 13.102 12.004  0.11
H 6.365 13.080 14.223  0.11
H 5.605 14.659 13.835  0.13
C 11.561 14.257 8.324  -0.09
C 10.155 14.392 7.725  -0.27
C 9.537 13.084 7.326  -0.21
C 10.301 12.266 6.381  -0.26
N 10.960 11.618 5.723  0.15
H 12.124 13.708 7.539  0.08
H 11.613 13.689 9.260  0.07
H 11.945 15.264 8.302  0.07
H 10.254 15.099 6.829  0.13
H 9.412 14.884 8.424  0.12
H 8.568 13.162 6.848  0.11
H 9.476 12.368 8.150  0.11
C 11.798 7.875 14.472  -0.09
C 10.565 7.404 13.634  -0.22
C 10.758 5.895 13.197  -0.17
C 12.171 5.624 12.821  -0.24
N 13.224 5.551 12.380  0.15
H 12.644 8.160 13.831  0.06
H 12.205 7.084 15.146  0.09
H 11.521 8.695 15.095  0.03
H 10.389 7.942 12.694  0.07
H 9.621 7.388 14.245  0.11
H 10.177 5.730 12.235  0.13
H 10.407 5.242 13.994  0.11
C 9.276 11.272 15.122  -0.08
O 8.811 11.033 13.743  -0.15
H 8.510 11.048 15.847  0.07
H 10.188 10.760 15.389  0.07
H 9.411 12.348 15.133  0.07
H 8.796 10.084 13.534  0.08
C 9.784 9.193 9.432  -0.13
O 10.059 9.294 10.838  -0.15
H 10.619 9.451 8.778  0.07
H 9.468 8.149 9.176  0.10
H 9.051 9.895 9.098  0.05
H 10.197 10.198 11.149  0.02
C 12.427 16.798 13.862  -0.16
O 11.770 16.133 14.954  -0.15
H 13.423 16.993 14.217  0.07
H 12.463 16.135 13.000  0.06
H 11.884 17.639 13.507  0.06
H 10.831 16.217 14.665  0.04
C 11.502 12.192 12.191  -0.17
O 10.327 11.954 11.567  -0.14
H 12.227 11.423 11.998  0.06
H 11.981 13.081 11.759  0.08
H 11.374 12.220 13.302  0.10
H 9.642 11.673 12.192  0.05

Atoms 1-6, force components in eV/Å:
0.312 -0.839 0.218
0.494 0.348 -1.192
-0.317 0.727 -0.561
0.444 1.153 0.079
-0.960 -1.357 0.172
0.378 0.190 0.799

=====

No. 5
C8H33FeN2O12 | the ωB97M-V functional and the def2-TZVPD basis

Computed properties:
**LUMO level (alpha / beta)**: -7.2 / -7.4 eV
**Orbital gap (alpha / beta)**: 0.1546 / 0.1464 hartree
**Total charge**: +1
**Spin multiplicity**: 5
**Total energy**: -70757.3617 eV
**F_max**: 4.3 eV Å⁻¹

Each line ends with the Löwdin spin population.
Cartesian coordinates (Å):
Fe -0.887 0.258 -3.654  3.70
C -0.829 -0.164 -0.601  0.02
O -0.029 -0.061 -1.760  0.22
H -1.703 0.474 -0.744  0.00
H -1.104 -1.213 -0.459  0.00
H -0.282 0.120 0.302  0.00
C 1.791 -1.260 4.443  0.00
C 0.987 -0.600 3.317  0.00
O 1.857 0.379 2.688  0.00
O 2.152 -0.311 5.387  0.00
H 2.675 -1.654 3.923  0.00
H 1.238 -2.106 4.853  0.00
H 0.159 -0.060 3.782  0.00
H 0.655 -1.241 2.499  0.00
H 2.028 -0.016 1.825  0.00
H 2.328 0.473 4.849  0.00
C 3.329 4.253 -1.414  0.00
C 2.695 2.924 -1.807  0.00
O 1.413 2.801 -1.164  0.00
O 3.610 4.310 -0.035  0.00
H 2.705 5.084 -1.748  0.00
H 4.254 4.229 -1.994  0.00
H 3.313 2.043 -1.625  0.00
H 2.620 2.882 -2.900  0.00
H 1.211 1.884 -0.944  0.00
H 2.751 4.323 0.402  0.00
C -3.398 -4.714 -1.803  0.00
C -2.721 -3.595 -0.947  0.00
O -2.300 -3.999 0.312  0.00
O -2.458 -5.721 -2.118  0.00
H -3.654 -4.238 -2.755  0.00
H -4.216 -5.205 -1.274  0.00
H -3.441 -2.772 -0.949  0.00
H -1.906 -3.227 -1.588  0.00
H -1.618 -4.624 0.023  0.00
H -2.754 -6.179 -2.909  0.00
C -0.869 4.043 1.563  0.00
O -1.552 4.760 2.284  0.00
N -0.496 4.314 0.293  0.00
N -0.467 2.816 1.974  0.00
H -0.568 5.187 -0.196  0.00
H 0.034 3.615 -0.210  0.00
H -0.726 2.442 2.868  0.00
H 0.138 2.256 1.400  0.00
O 2.486 -0.153 0.037  0.00
H 3.103 -0.401 -0.659  0.00
H 1.625 -0.430 -0.289  0.00
O -2.870 0.434 -3.382  0.04
H -3.389 0.880 -4.068  0.00
H -3.522 0.141 -2.728  0.00
O -2.168 -1.934 2.279  0.00
H -1.659 -2.739 2.407  0.00
H -2.288 -1.877 1.330  0.00
O 1.111 -2.596 -2.675  0.00
H 0.431 -2.520 -3.350  0.00
H 1.177 -1.712 -2.292  0.00

Atoms 1-6, force components in eV/Å:
1.405 -0.568 4.030
-0.484 -0.323 -0.296
-0.369 0.632 -3.557
-0.159 -0.058 0.642
-0.263 0.028 0.017
-0.002 0.350 -0.073

=====

No. 6
C12H37BHgN3O3 | the ωB97M-V functional and the def2-TZVPD basis

Computed properties:
**LUMO level**: -2.4 eV
**Orbital gap**: 0.3545 hartree
**Total charge**: +1
**Total energy**: -28498.1371 eV
**F_max**: 2.4 eV Å⁻¹
**ΔE to the lowest compared entry with this formula, charge and spin**: 45.4 kcal/mol

Each line ends with the Löwdin charge.
Cartesian coordinates (Å):
Hg 0.173 0.184 -0.339  1.17
B 1.888 1.792 -0.990  -0.41
H 2.455 2.680 -0.535  0.00
H 1.924 1.675 -2.133  -0.03
H 2.187 0.822 -0.442  -0.06
H 0.807 2.061 -0.714  -0.07
C 1.604 2.439 3.538  -0.05
C 0.883 1.136 3.142  -0.42
C -0.530 1.301 2.622  -0.14
O -0.607 1.788 1.225  -0.32
C -0.643 3.207 1.155  -0.09
N 1.771 0.440 2.215  0.04
H 0.987 3.193 4.035  0.08
H 2.172 2.967 2.773  0.08
H 2.334 2.111 4.284  0.08
H 0.734 0.410 3.949  0.14
H -1.069 2.026 3.232  0.13
H -1.013 0.324 2.657  0.11
H 0.231 3.739 1.535  0.09
H -1.454 3.610 1.769  0.10
H -0.794 3.492 0.117  0.10
H 2.278 1.110 1.642  0.05
H 2.562 0.162 2.798  0.10
C -1.193 -3.603 1.846  -0.05
C -0.426 -2.465 1.175  -0.41
C 0.711 -2.923 0.315  -0.21
O 1.478 -1.761 -0.015  -0.31
C 2.745 -2.217 -0.537  -0.06
N -1.423 -1.665 0.334  0.05
H -1.528 -4.368 1.139  0.09
H -2.164 -3.332 2.268  0.08
H -0.584 -4.007 2.655  0.09
H 0.004 -1.844 1.962  0.12
H 0.388 -3.466 -0.581  0.14
H 1.334 -3.634 0.867  0.14
H 2.722 -3.168 -1.080  0.09
H 3.308 -2.560 0.336  0.10
H 3.258 -1.481 -1.147  0.10
H -1.829 -2.459 -0.160  0.09
H -2.124 -1.429 1.032  0.08
C -0.620 -0.288 -4.750  -0.04
C -0.494 0.258 -3.313  -0.40
C -1.884 0.390 -2.680  -0.18
O -1.773 0.921 -1.354  -0.31
C -3.067 1.165 -0.824  -0.09
N 0.368 -0.681 -2.570  0.02
H -1.376 -1.081 -4.741  0.08
H 0.327 -0.653 -5.140  0.08
H -1.046 0.389 -5.494  0.09
H -0.046 1.252 -3.323  0.14
H -2.352 -0.591 -2.530  0.13
H -2.490 0.984 -3.368  0.14
H -3.824 0.410 -1.046  0.10
H -3.377 2.115 -1.272  0.11
H -3.092 1.360 0.247  0.09
H -0.068 -1.587 -2.723  0.10
H 1.254 -0.652 -3.064  0.10

Atoms 1-6, force components in eV/Å:
0.909 -0.043 0.079
0.327 0.040 -0.482
0.874 0.994 0.657
0.316 -0.157 -1.488
1.181 -1.632 0.711
-2.221 0.954 0.191